Entry from the OMol25 dataset: C21H28INO3SSb2Ti as an isolated structure (the ωB97M-V functional and the def2-TZVPD basis).

Geometry as ORCA input:
```
! RIJCOSX wB97M-V def2-TZVPD def2/J DEFGRID3
* xyz 0 1
Ti -2.076 0.731 -1.351
O -1.112 2.540 2.075
C -1.412 2.313 0.929
O -1.779 1.112 0.495
C -1.397 3.393 -0.118
C -1.923 4.630 0.246
C -1.955 5.679 -0.652
C -1.424 5.505 -1.926
C -0.883 4.290 -2.295
C -0.861 3.214 -1.403
S -0.158 1.685 -2.012
H -2.304 4.745 1.253
H -2.384 6.629 -0.364
H -1.428 6.324 -2.634
H -0.459 4.155 -3.281
C 2.872 2.451 1.739
Sb 1.810 0.750 0.972
C 3.454 0.085 -0.243
C 2.137 -0.593 2.666
C 2.619 -1.918 2.170
C 3.985 -2.205 2.227
C 4.509 -3.384 1.729
C 3.658 -4.322 1.163
C 2.300 -4.060 1.116
C 1.755 -2.870 1.603
C 0.265 -2.709 1.539
Sb -0.646 -1.927 -0.286
C -2.354 -3.210 -0.120
C 0.497 -3.146 -1.613
H 3.880 2.185 2.056
H 2.322 2.882 2.574
H 2.930 3.198 0.947
H 4.338 -0.146 0.350
H 3.687 0.888 -0.943
H 3.175 -0.800 -0.815
H 1.168 -0.685 3.157
H 2.836 -0.162 3.381
H 4.646 -1.474 2.679
H 5.573 -3.573 1.791
H 4.044 -5.255 0.775
H 1.632 -4.804 0.697
H -0.156 -2.167 2.386
H -0.179 -3.706 1.546
H -2.042 -4.233 0.091
H -2.903 -3.183 -1.060
H -3.002 -2.857 0.682
H 0.317 -4.194 -1.371
H 1.557 -2.930 -1.486
H 0.203 -2.952 -2.642
N -5.227 0.858 -2.942
C -4.422 1.001 -1.873
O -3.465 1.909 -1.953
C -4.362 0.161 -0.775
I -2.118 -0.966 -3.478
H -4.884 1.228 -3.815
H -5.790 0.027 -2.998
H -4.950 -0.747 -0.762
H -4.116 0.608 0.179
*
```

Values from the calculation:
Highest occupied orbital energy (eV): -7.67
HOMO-LUMO gap (Ha): 0.242
E (Eh): -3123.429180
Relative energy (zero: lowest compared OMol25 entry of this formula, charge and spin) (kcal per mole): 0.00